A single C2H4N2S2 molecule at a distorted geometry. Source: the OMol25 dataset; level of theory: ωB97M-V/def2-TZVPD.

Atoms and positions in Å:
C -0.74 1.09 0.72
C 0.94 -1.23 -1.12
H -1.93 -0.08 -0.10
H -0.48 2.13 0.97
H 1.18 0.52 1.32
H 0.86 -2.21 -1.66
N -1.85 0.90 0.14
N 0.25 0.18 1.08
S 0.30 -1.38 0.50
S 1.46 0.08 -1.85

## Properties
Structure (SMILES): [H]/N=C\NSC=S
Kohn-Sham gap in eV: 8.707
Energy above the lowest of the compared OMol25 structures with the same formula, charge and spin in eV: 1.615
DFT total energy in eV: -26788.3999